Formula: C5H8BNO2
Source: OMol25
Level of theory: ωB97M-V with the def2-TZVPD basis set

Results
SMILES   Cc1noc(C)c1BO
Charge   0
E_tot   -11573.793 eV
HOMO level   -8.30 eV
Energy above the lowest of the compared OMol25 structures with the same formula, charge and spin   82.3 kcal per mole

Geometry as XYZ:
```
17
Properties=species:S:1:pos:R:3:mulliken_charge:R:1
O -0.874 -0.278 -1.952 -0.08
O 1.338 0.437 2.380 -0.54
N 0.469 -0.151 -2.025 -0.65
C 1.005 0.012 -0.811 0.55
C 2.489 0.151 -0.738 -1.08
C -1.393 -0.227 -0.779 0.41
C 0.168 0.022 0.274 0.17
C -2.824 -0.320 -0.479 -1.09
B 0.156 0.187 1.779 0.34
H 1.318 0.546 3.330 0.30
H -2.998 -1.053 0.307 0.29
H -0.856 0.107 2.390 -0.13
H 2.771 0.563 0.226 0.30
H 2.953 -0.827 -0.857 0.25
H 2.839 0.792 -1.544 0.34
H -3.193 0.642 -0.122 0.26
H -3.369 -0.603 -1.379 0.36
```



Formula: C4H9N
Source: OMol25
Level of theory: ωB97M-V with the def2-TZVPD basis set

Results
SMILES   C[C@H]1CN1C
Charge   0
E_tot   -5782.666 eV
HOMO level   -8.84 eV
Energy above the lowest of the compared OMol25 structures with the same formula, charge and spin   26.4 kcal per mole

Geometry as XYZ:
```
14
Properties=species:S:1:pos:R:3:mulliken_charge:R:1
N 0.872 0.352 0.594 -0.28
C -1.483 0.371 -0.592 -1.21
C 0.083 -0.683 1.227 -0.52
C 1.580 -0.043 -0.608 -0.76
C -0.579 0.502 0.614 0.25
H 0.178 -0.820 2.306 0.24
H -2.524 0.219 -0.285 0.34
H -1.205 -0.475 -1.223 0.30
H 1.580 0.777 -1.329 0.27
H 0.028 -1.607 0.642 0.23
H -1.463 1.277 -1.206 0.29
H 2.620 -0.244 -0.329 0.28
H -0.859 1.325 1.273 0.30
H 1.172 -0.951 -1.084 0.28
```



Formula: C2H6P2
Source: OMol25
Level of theory: ωB97M-V with the def2-TZVPD basis set

Results
SMILES   P[C@H]1CP1
Charge   0
E_tot   -20745.625 eV
HOMO level   -8.42 eV
Energy above the lowest of the compared OMol25 structures with the same formula, charge and spin   33.8 kcal per mole

Geometry as XYZ:
```
10
Properties=species:S:1:pos:R:3:mulliken_charge:R:1
P 2.058 -0.412 -0.154 -0.10
P -1.418 -0.427 -1.208 0.02
C 0.273 -0.504 0.320 -0.32
C -0.719 0.730 0.063 -0.71
H -0.121 1.547 -0.362 0.34
H 2.188 -1.235 -1.223 0.02
H 2.336 -1.453 0.626 0.00
H 0.018 -1.244 1.113 0.37
H -1.108 1.038 0.961 0.37
H -2.354 -1.119 -0.542 0.00
```



Formula: C7H10ClNSi
Source: OMol25
Level of theory: ωB97M-V with the def2-TZVPD basis set

Results
SMILES   C/N=[SiH]/c1ccccc1.Cl
Charge   0
E_tot   -29309.605 eV
HOMO level   -9.36 eV
Energy above the lowest of the compared OMol25 structures with the same formula, charge and spin   86.0 kcal per mole

Geometry as XYZ:
```
20
Properties=species:S:1:pos:R:3:mulliken_charge:R:1
Cl 3.137 -0.933 1.204 -0.36
Si -0.902 -0.444 0.858 0.27
N 0.270 -0.683 1.936 -0.29
C -0.458 0.037 -0.918 0.40
C 0.205 -1.174 3.258 -0.71
C 0.499 1.019 -1.229 -0.13
C -1.265 -0.402 -1.961 -0.35
C 0.669 1.653 -2.472 -0.53
C -0.161 1.089 -3.541 -0.41
C -1.134 0.123 -3.224 -0.48
H -0.118 -0.304 3.956 0.21
H -1.696 -0.376 -3.972 0.37
H -1.903 -1.232 -1.630 0.27
H -2.360 -0.606 0.883 -0.11
H 1.840 -0.714 1.431 0.39
H 1.188 -1.594 3.477 0.26
H -0.250 1.705 -4.456 0.31
H 1.345 2.518 -2.646 0.35
H 1.279 1.149 -0.510 0.28
H -0.574 -1.998 3.220 0.27
```



Formula: C3H4FP
Source: OMol25
Level of theory: ωB97M-V with the def2-TZVPD basis set

Results
Charge   0
E_tot   -15179.645 eV
HOMO level   -10.05 eV
Energy above the lowest of the compared OMol25 structures with the same formula, charge and spin   25.7 kcal per mole

Geometry as XYZ:
```
9
Properties=species:S:1:pos:R:3:mulliken_charge:R:1
P -0.784 0.643 -2.517 0.18
F -1.996 2.276 -2.105 -0.57
C 0.656 -0.062 0.024 -0.83
C -1.190 -0.856 -1.610 -0.39
C -0.350 -0.018 -0.964 0.35
H 0.302 0.473 0.877 0.29
H 1.527 0.656 -0.152 0.28
H -1.607 -1.862 -1.443 0.38
H 0.993 -1.036 0.304 0.31
```